(1)
Formula: C22H47NOPbSSbSeSi3
Source: the Open Molecules 2025 dataset
Level of theory: the ωB97M-V functional and the def2-TZVPD basis

The calculation puts the relative energy (zero: lowest compared OMol25 entry of this formula, charge and spin) at 23.65 kcal per mole. The HOMO-LUMO gap comes out at 7.525 eV. The total charge is +1. The largest force on an atom is 0.0489 Eh/bohr. The total energy is -138710.3919 eV. The LUMO energy is -2.9 eV.

Each line ends with the Mulliken charge.
CARTESIAN COORDINATES (ANGSTROEM)
Pb 0.22 1.52 0.87  0.77
C 3.59 4.91 0.48  -1.42
C 3.46 3.44 0.87  0.81
C 2.80 3.12 2.04  -0.40
C 2.61 1.83 2.50  -1.04
C 3.09 0.81 1.73  -0.24
C 3.70 1.07 0.50  -0.28
C 3.89 2.39 0.03  -0.49
H 3.04 5.65 1.09  0.35
H 3.23 5.06 -0.56  0.26
H 4.62 5.19 0.44  0.40
H 2.39 3.92 2.67  0.35
H 2.24 1.62 3.52  0.46
H 3.03 -0.20 2.16  0.28
H 4.05 0.26 -0.10  0.58
H 4.56 2.62 -0.83  0.45
C 2.41 2.31 -3.54  -1.10
S 0.99 2.13 -2.40  0.40
C 0.01 3.49 -2.99  -1.00
H 2.60 3.41 -3.61  0.40
H 2.11 1.84 -4.53  0.32
H 3.24 1.73 -3.06  0.31
H -0.38 3.34 -3.97  0.42
H 0.60 4.36 -3.07  0.51
H -0.82 3.71 -2.24  -0.17
C -1.61 -1.13 -2.98  -0.67
Si -2.33 -1.70 -1.39  0.74
C -2.37 -3.58 -1.33  -1.11
C -4.06 -1.04 -1.18  -1.11
Sb -0.49 -1.36 0.35  -0.61
Si -0.75 -2.75 2.54  0.65
C 0.24 -1.78 3.83  -0.93
C -2.58 -2.66 2.80  -1.16
C -0.23 -4.51 2.40  -1.25
Si 1.65 -2.35 -0.95  0.50
C 2.83 -2.90 0.35  -0.71
C 2.25 -1.07 -2.12  -0.34
C 0.99 -3.84 -1.81  -1.27
H -2.35 -1.05 -3.77  0.47
H -0.66 -1.61 -3.34  0.19
H -1.26 -0.07 -2.86  -0.08
H -2.23 -3.89 -2.34  0.55
H -3.23 -4.20 -1.00  0.39
H -1.55 -4.04 -0.80  0.05
H -4.71 -1.53 -1.89  0.48
H -4.14 0.04 -1.30  0.18
H -4.45 -1.36 -0.24  0.35
H 0.11 -0.69 3.96  0.18
H 1.33 -1.99 3.86  0.36
H -0.12 -2.30 4.75  0.36
H -3.09 -1.70 2.93  0.30
H -2.81 -3.24 3.67  0.45
H -3.01 -3.09 1.92  0.34
H 0.80 -4.74 2.29  0.43
H -0.68 -4.91 1.51  0.32
H -0.54 -5.08 3.22  0.46
H 3.39 -2.02 0.82  0.13
H 3.62 -3.63 0.05  0.43
H 2.27 -3.39 1.18  0.01
H 2.23 -0.04 -1.75  -0.78
H 1.73 -1.14 -3.05  0.57
H 3.29 -1.21 -2.40  0.57
H 0.68 -4.53 -1.10  0.34
H 1.76 -4.30 -2.43  0.44
H 0.21 -3.73 -2.49  0.35
C -3.46 3.62 -0.86  -1.34
C -3.04 2.35 -0.18  0.86
C -3.80 1.78 0.96  -0.95
O -1.98 1.83 -0.59  -0.21
H -2.74 3.94 -1.59  0.20
H -3.59 4.47 -0.11  0.34
H -4.44 3.47 -1.32  0.36
H -4.84 1.69 0.62  0.48
H -3.82 2.48 1.76  0.45
H -3.44 0.78 1.34  -0.12
Se -1.17 2.51 3.27  -0.30
C -2.17 1.17 4.08  0.29
N -2.92 0.47 4.67  -0.56

(2)
Formula: C14H23B
Source: the Open Molecules 2025 dataset
Level of theory: the ωB97M-V functional and the def2-TZVPD basis

The calculation puts the relative energy (zero: lowest compared OMol25 entry of this formula, charge and spin) at 68.74 kcal per mole. The HOMO-LUMO gap comes out at 7.381 eV. The largest force on an atom is 0.0999 Eh/bohr. The total energy is -15562.2423 eV. The LUMO energy is 0.3 eV.

Each line ends with the natural charge from an NBO analysis.
CARTESIAN COORDINATES (ANGSTROEM)
B 1.17 0.36 -1.21  1.04
C -0.84 -2.61 2.74  -0.22
C -0.51 -1.43 3.31  -0.20
C -0.95 -2.66 1.32  -0.20
C -0.25 -0.33 2.49  -0.24
C -0.92 -1.54 0.52  -0.21
C -0.60 -0.30 1.14  -0.05
C -3.01 1.52 0.53  -0.61
C 2.57 -1.72 -0.45  -0.61
C 0.89 1.14 -3.89  -0.60
C -0.05 2.17 1.03  -0.68
C -1.87 1.40 -0.47  -0.45
C 2.13 -0.32 -0.08  -0.91
C 1.50 0.12 -2.81  -0.92
C -0.61 1.00 0.35  -0.07
H -1.08 -3.49 3.29  0.21
H -0.40 -1.30 4.39  0.21
H -1.27 -3.45 0.82  0.20
H -0.08 0.57 3.01  0.21
H -1.12 -1.55 -0.55  0.21
H -4.11 1.54 0.10  0.20
H -3.17 0.68 1.22  0.22
H -2.89 2.36 1.06  0.20
H 1.91 -2.44 0.03  0.22
H 2.37 -1.98 -1.59  0.19
H 3.62 -1.78 -0.14  0.22
H 1.15 2.29 -3.57  0.20
H -0.22 0.93 -3.88  0.21
H 1.21 1.08 -4.96  0.22
H 0.02 3.08 0.41  0.21
H 0.98 2.16 1.31  0.21
H -0.60 2.35 1.87  0.20
H -1.91 0.67 -1.22  0.20
H -1.59 2.26 -1.08  0.21
H 1.81 -0.37 0.93  0.24
H 2.97 0.52 0.07  0.23
H 1.11 -0.91 -3.23  0.26
H 2.62 0.00 -2.79  0.23

(3)
Formula: C36H56ClN2O4W
Source: the Open Molecules 2025 dataset
Level of theory: the ωB97M-V functional and the def2-TZVPD basis

The spin multiplicity is 3. The HOMO-LUMO gap (spin up / spin down) comes out at 7.343 / 8.180 eV. The total charge is +1. The largest force on an atom is 0.0262 Eh/bohr. The total energy is -63756.4212 eV. The LUMO energy (spin up / spin down) is -3.1 / -3.1 eV.

Each line ends with the Mulliken charge.
CARTESIAN COORDINATES (ANGSTROEM)
W -0.69 -0.54 -0.63  0.71
C 1.53 2.00 -0.01  -0.89
N 0.72 1.06 0.78  0.55
C 1.60 0.21 1.60  -1.24
C -0.24 1.79 1.61  -1.22
C -1.30 0.86 2.18  -0.97
N -2.02 0.09 1.13  0.76
C -2.71 -1.08 1.78  -1.07
C -1.88 -2.25 2.24  -0.11
C -2.24 -2.90 3.41  -0.21
C -1.68 -4.13 3.74  -0.80
C -0.77 -4.69 2.85  0.16
C -0.36 -4.07 1.67  -1.09
C -0.93 -2.84 1.41  0.50
O -0.56 -2.08 0.32  0.17
C 0.68 -4.71 0.75  2.59
C 0.14 -4.76 -0.69  -1.46
C 1.98 -3.89 0.80  -1.41
C 1.01 -6.14 1.17  -2.39
C -2.07 -4.81 5.06  2.04
C -3.60 -4.98 5.11  -1.65
C -1.62 -3.92 6.22  -1.61
C -1.43 -6.18 5.22  -2.13
C -3.18 0.88 0.58  -1.76
C -2.90 2.17 -0.13  0.47
C -3.64 3.31 0.16  -0.26
C -3.49 4.46 -0.61  -0.64
C -2.61 4.40 -1.69  -0.30
C -1.85 3.28 -2.03  0.31
C -2.01 2.19 -1.20  0.31
O -1.26 1.04 -1.31  -0.39
C -0.95 3.37 -3.27  2.06
C 0.07 4.50 -3.08  -1.64
C -1.84 3.71 -4.48  -1.81
C -0.18 2.09 -3.62  -1.94
C -4.27 5.74 -0.34  1.86
C -5.15 5.62 0.90  -2.12
C -3.28 6.90 -0.12  -1.56
C -5.16 6.05 -1.55  -1.58
H 2.14 2.63 0.65  0.40
H 0.87 2.64 -0.60  0.08
H 2.18 1.45 -0.67  0.26
H 2.11 0.81 2.36  0.39
H 2.35 -0.26 0.96  0.34
H 1.03 -0.58 2.08  0.31
H -0.70 2.57 1.01  0.30
H 0.27 2.28 2.45  0.53
H -2.03 1.44 2.76  0.45
H -0.85 0.13 2.86  0.66
H -3.44 -1.44 1.07  0.53
H -3.26 -0.69 2.64  0.35
H -2.98 -2.44 4.05  0.53
H -0.35 -5.65 3.09  0.70
H 0.01 -3.77 -1.13  0.16
H -0.82 -5.28 -0.72  0.31
H 0.84 -5.32 -1.32  0.44
H 1.84 -2.86 0.50  0.13
H 2.72 -4.34 0.14  0.44
H 2.39 -3.90 1.82  0.33
H 0.13 -6.79 1.15  0.45
H 1.46 -6.18 2.16  0.45
H 1.74 -6.55 0.47  0.46
H -4.12 -4.02 5.11  0.33
H -3.88 -5.51 6.02  0.47
H -3.95 -5.56 4.26  0.37
H -2.09 -2.93 6.18  0.34
H -0.53 -3.78 6.20  0.36
H -1.89 -4.38 7.17  0.45
H -1.72 -6.87 4.42  0.42
H -1.74 -6.62 6.16  0.43
H -0.34 -6.12 5.23  0.42
H -3.86 1.08 1.41  0.39
H -3.70 0.21 -0.11  0.37
H -4.32 3.29 1.00  0.65
H -2.51 5.28 -2.31  0.50
H -0.40 5.46 -2.87  0.33
H 0.68 4.61 -3.98  0.48
H 0.75 4.28 -2.25  0.27
H -2.35 4.67 -4.36  0.33
H -2.60 2.94 -4.63  0.41
H -1.23 3.77 -5.38  0.47
H 0.53 1.81 -2.85  0.09
H 0.38 2.27 -4.54  0.58
H -0.84 1.24 -3.80  0.41
H -4.57 5.41 1.80  0.40
H -5.91 4.83 0.79  0.39
H -5.68 6.56 1.06  0.44
H -2.62 6.69 0.72  0.35
H -3.83 7.82 0.09  0.46
H -2.66 7.08 -1.00  0.32
H -5.86 5.24 -1.74  0.36
H -4.57 6.21 -2.45  0.32
H -5.74 6.96 -1.36  0.46
Cl 2.07 -0.61 -4.77  -0.16
C 2.23 -1.69 -3.38  -0.60
C 1.30 -1.28 -2.27  0.73
O 1.71 -1.14 -1.10  -0.53
O 0.05 -1.10 -2.53  -0.68
H 3.25 -1.67 -3.02  0.35
H 1.97 -2.70 -3.70  0.32

(4)
Formula: C22H21ClFN3O4
Source: the Open Molecules 2025 dataset
Level of theory: the ωB97M-V functional and the def2-TZVPD basis

The calculation puts the relative energy (zero: lowest compared OMol25 entry of this formula, charge and spin) at 0.09 kcal per mole. The structure (SMILES) is O=C(c1cc(COc2ccc(F)cc2Cl)on1)N1CCC[C@H](OCc2cccnc2)C1. The HOMO-LUMO gap comes out at 9.167 eV. The largest force on an atom is 0.0230 Eh/bohr. The total energy is -51053.5834 eV. The LUMO energy is 0.6 eV.

Each line ends with the natural charge from an NBO analysis.
CARTESIAN COORDINATES (ANGSTROEM)
O -0.27 -1.58 2.37  -0.60
C -0.85 -1.79 1.32  0.66
N -2.19 -1.96 1.26  -0.42
C -2.96 -2.23 0.06  -0.23
H -2.35 -2.77 -0.65  0.25
C -3.44 -0.91 -0.55  -0.41
C -4.21 -0.11 0.50  -0.44
H -4.48 0.87 0.09  0.21
H -5.14 -0.63 0.75  0.21
C -3.42 0.05 1.80  0.10
O -2.21 0.77 1.70  -0.55
C -2.20 2.04 1.08  -0.08
C -1.47 1.96 -0.24  -0.08
C -2.03 2.37 -1.44  -0.16
C -1.30 2.21 -2.61  -0.26
C -0.03 1.65 -2.52  0.05
N 0.51 1.27 -1.38  -0.45
C -0.19 1.42 -0.27  0.05
H 0.28 1.09 0.65  0.21
H 0.57 1.50 -3.40  0.19
H -1.70 2.50 -3.56  0.22
H -3.03 2.79 -1.47  0.21
H -1.66 2.71 1.76  0.20
H -3.22 2.43 0.95  0.18
C -2.98 -1.34 2.30  -0.24
H -2.34 -1.23 3.18  0.26
H -3.85 -1.96 2.54  0.20
H -4.07 0.53 2.56  0.17
H -4.08 -1.11 -1.41  0.21
H -2.57 -0.35 -0.89  0.22
H -3.82 -2.84 0.36  0.19
C -0.04 -1.86 0.07  0.04
N -0.49 -1.86 -1.16  -0.13
O 0.57 -1.75 -1.99  -0.27
C 1.70 -1.67 -1.25  0.31
C 1.37 -1.74 0.07  -0.33
H 2.01 -1.70 0.93  0.26
C 2.99 -1.51 -1.98  -0.11
O 4.11 -1.48 -1.13  -0.49
C 4.33 -0.38 -0.35  0.32
C 3.51 0.74 -0.29  -0.30
C 3.84 1.81 0.53  -0.26
C 5.00 1.75 1.29  0.38
C 5.83 0.65 1.25  -0.28
C 5.49 -0.41 0.43  -0.09
Cl 6.51 -1.80 0.35  0.03
H 6.73 0.62 1.85  0.24
F 5.32 2.79 2.08  -0.32
H 3.20 2.67 0.58  0.23
H 2.59 0.80 -0.85  0.26
H 2.94 -0.61 -2.61  0.20
H 3.15 -2.37 -2.63  0.22

(5)
Formula: C6H15NO
Source: the Open Molecules 2025 dataset
Level of theory: the ωB97M-V functional and the def2-TZVPD basis

The calculation puts the relative energy (zero: lowest compared OMol25 entry of this formula, charge and spin) at 75.07 kcal per mole. The structure (SMILES) is C/C=C(\C)CCN.O. The HOMO-LUMO gap comes out at 9.427 eV. The largest force on an atom is 0.0814 Eh/bohr. The total energy is -10000.5018 eV. The LUMO energy is 0.9 eV.

Each line ends with the natural charge from an NBO analysis.
CARTESIAN COORDINATES (ANGSTROEM)
C 0.64 -0.74 1.46  -0.21
C -0.29 -1.43 0.22  -0.45
C -0.59 -0.23 -0.62  0.02
C 0.31 0.02 -1.58  -0.23
C 0.02 0.88 -2.76  -0.64
C -1.98 0.44 -0.28  -0.65
N 0.39 -1.41 2.73  -0.86
H 1.72 -1.05 1.16  0.18
H 0.48 0.41 1.34  0.18
H -1.16 -1.80 0.78  0.21
H 0.37 -2.24 -0.19  0.22
H 1.24 -0.50 -1.65  0.20
H 0.49 0.61 -3.65  0.22
H -1.05 1.04 -2.89  0.21
H 0.38 1.90 -2.54  0.21
H -1.93 1.02 0.70  0.23
H -2.14 1.11 -1.08  0.21
H -2.71 -0.37 -0.28  0.22
H -0.51 -1.22 3.08  0.36
H 1.12 -1.39 3.35  0.37
H 2.33 1.36 1.40  0.47
H 1.11 1.52 0.30  0.48
O 1.76 2.06 0.97  -0.96

(6)
Formula: C5H13NO2
Source: the Open Molecules 2025 dataset
Level of theory: the ωB97M-V functional and the def2-TZVPD basis

The calculation puts the relative energy (zero: lowest compared OMol25 entry of this formula, charge and spin) at 38.12 kcal per mole. The spin multiplicity is 2. The HOMO-LUMO gap (spin up / spin down) comes out at 7.495 / 7.126 eV. The total charge is -1. The largest force on an atom is 0.0385 Eh/bohr. The total energy is -10979.2809 eV. The LUMO energy (spin up / spin down) is 3.4 / 3.0 eV.

Each line ends with the natural charge from an NBO analysis.
CARTESIAN COORDINATES (ANGSTROEM)
N 0.62 0.54 -2.00  -0.87
C -0.25 0.69 -0.81  -0.28
C -1.14 -0.48 -0.61  -0.10
C -0.92 -1.39 0.43  -0.29
C -1.41 -2.62 0.80  -0.17
C -1.38 -3.13 2.24  -0.65
H 0.97 -0.40 -2.08  0.33
H 0.27 0.85 0.14  0.21
H -0.83 1.61 -0.92  0.21
H -1.70 -0.83 -1.48  0.16
H -0.19 -0.93 1.11  0.19
H -2.03 -3.16 0.10  0.17
H -0.42 -2.89 2.71  0.22
H -1.67 -4.17 2.23  0.21
H -2.10 -2.47 2.75  0.21
H 0.77 4.09 -0.55  0.43
H 1.44 1.02 -1.60  0.43
O 0.76 3.35 0.05  -1.09
H 1.70 2.81 0.05  0.51
H 3.21 1.56 0.56  0.42
O 2.68 1.83 -0.20  -1.25